# 1
{"formula": "Br2H2NOP", "method": "wB97M-V/def2-TZVPD", "elements": ["Br", "Br", "P", "O", "N", "H", "H"], "coordinates": [[-1.932880, -2.065231, -0.339550], [3.863994, 0.428487, -0.019830], [-1.380208, 0.126197, 0.438538], [-2.053168, 1.268390, -0.198265], [0.196176, 0.081437, -0.008915], [0.608183, -0.780786, 0.041439], [0.697903, 0.941507, 0.086583]], "forces_ev_per_a": [[0.12, 0.93, 0.45], [0.00, 0.00, 0.00], [-0.63, -0.88, -1.11], [-0.40, 0.16, 0.41], [-1.55, 1.88, 0.11], [1.83, -2.17, 0.23], [0.64, 0.08, -0.09]], "spin_multiplicity": 1, "lumo_energy_ha": [-0.0880, -0.1570], "e_above_lowest_kcal_mol": 78.25, "total_energy_ha": -5620.5530}


# 2
{"formula": "C23H44FNO8", "method": "wB97M-V/def2-TZVPD", "elements": ["F", "O", "O", "O", "O", "O", "O", "O", "O", "N", "C", "C", "C", "C", "C", "C", "C", "C", "C", "C", "C", "C", "C", "C", "C", "C", "C", "C", "C", "C", "C", "C", "C", "H", "H", "H", "H", "H", "H", "H", "H", "H", "H", "H", "H", "H", "H", "H", "H", "H", "H", "H", "H", "H", "H", "H", "H", "H", "H", "H", "H", "H", "H", "H", "H", "H", "H", "H", "H", "H", "H", "H", "H", "H", "H", "H", "H"], "coordinates": [[2.113921, 2.890880, -0.502302], [2.509434, 4.202197, -4.233652], [0.339125, -0.146446, -1.169200], [3.170480, -0.662567, -5.753861], [0.755951, 4.472530, -1.720387], [0.008316, -4.647616, 1.440533], [-1.247468, 3.653063, 3.974810], [-3.421437, 0.267621, 2.215317], [0.218166, 4.293201, -5.049602], [1.143722, 2.016340, -4.906610], [3.150962, -1.329899, -7.023276], [0.512680, -3.869966, 2.535114], [-1.197520, -1.340920, 0.179161], [1.288694, 3.517346, -4.749161], [0.493485, 0.288386, 0.188859], [-0.617460, 3.431066, 2.705584], [1.631627, -5.933795, 2.588022], [1.759560, -2.555803, -5.582311], [0.537281, -5.976765, 1.543895], [-3.122273, 0.515980, 3.595914], [-5.266484, -0.438429, 3.520469], [0.022848, 4.740183, 2.298327], [2.927787, 3.572448, -2.971392], [-4.789562, -0.150714, 2.113555], [-0.803334, 4.916072, 4.489381], [1.149220, -4.840379, 3.505877], [1.842613, 3.692673, -1.744476], [-0.773100, -0.099308, 0.920106], [-4.441882, 0.523624, 4.336078], [0.364401, 5.352732, 3.632066], [-0.802704, -1.011186, -1.243877], [2.668443, -2.741487, -6.769823], [2.477830, -1.478720, -4.799210], [0.903052, -6.304478, 0.566512], [-2.474713, -0.294305, 3.948245], [-0.533760, 4.810484, 5.543834], [1.600355, -3.469164, -5.003601], [-1.638288, 5.620856, 4.410859], [-2.260132, -1.574118, 0.283988], [1.293684, 4.914237, 4.014808], [2.101652, 1.555565, -4.851070], [0.678841, 1.365782, 0.212319], [4.149323, -1.301891, -7.469318], [-4.859540, -1.025148, 1.460156], [3.914125, 4.110056, -2.599646], [-2.581583, 1.461578, 3.691783], [3.225088, -1.910552, -4.124555], [-0.279469, -6.638509, 1.851103], [3.514486, -3.381406, -6.492707], [-0.552157, -1.902323, -1.826597], [-0.302024, -3.297546, 2.987090], [-1.530625, 0.683788, 0.796596], [-1.600077, -0.467825, -1.761873], [-0.616034, -0.258012, 1.989977], [-0.620463, -2.201731, 0.537056], [-4.888622, 1.524091, 4.293359], [0.133874, 2.645419, 2.838326], [0.782796, -2.186397, -5.916689], [1.252047, -3.168450, 2.133561], [1.943404, -4.386043, 4.103649], [0.486364, 6.438320, 3.598847], [-5.014815, -1.469148, 3.796804], [2.461050, -0.785264, -7.676543], [-5.357070, 0.669569, 1.661412], [1.365857, -0.225635, 0.606930], [-0.709840, 5.368637, 1.778431], [-1.360399, 3.084617, 1.981377], [3.216458, 2.435297, -3.128165], [1.781853, -6.893781, 3.088395], [2.173619, -3.185461, -7.637320], [2.579470, -5.636882, 2.123786], [0.637213, 1.712466, -4.021084], [0.886170, 4.606752, 1.641526], [-6.344597, -0.305586, 3.641050], [-4.343260, 0.237273, 5.386200], [1.793909, -0.859657, -4.212094], [0.389455, -5.237819, 4.189351]], "forces_ev_per_a": [[-0.15, 2.18, -3.80], [-2.31, -2.89, 1.14], [-0.09, -0.01, 0.03], [-0.14, -0.17, 0.03], [8.12, -5.90, -0.22], [0.22, -0.11, 0.26], [0.20, 0.21, -0.09], [-0.44, -0.08, 0.26], [7.66, -5.12, 1.95], [2.00, 2.25, 2.28], [0.05, 0.42, -0.32], [-0.06, 0.34, -0.27], [-0.04, -0.63, 0.16], [-6.24, 3.77, -1.35], [0.39, 0.11, 0.11], [-0.05, -0.42, -0.01], [0.56, -0.28, -0.19], [-0.67, -0.06, 0.16], [-0.37, -0.12, -0.25], [0.50, 0.05, -0.06], [-0.31, -0.58, 0.08], [-0.13, 0.20, -0.61], [1.20, -0.80, 0.80], [0.04, 0.17, -0.41], [-0.40, 0.02, 0.23], [-0.19, 0.07, 0.62], [-6.21, 4.08, 1.23], [-0.22, 0.60, 0.12], [-0.08, 0.51, 0.37], [0.51, 0.16, 0.34], [-0.09, 0.07, -0.39], [0.39, -0.45, -0.24], [0.25, 0.12, 0.35], [-0.12, 0.11, 0.04], [0.03, 0.00, 0.10], [-0.10, -0.09, -0.08], [0.02, 0.14, -0.04], [0.05, 0.07, 0.06], [0.13, 0.06, -0.01], [-0.08, 0.09, -0.01], [-1.43, 0.66, -0.24], [-0.03, -0.24, -0.08], [-0.08, 0.10, 0.12], [0.10, 0.10, -0.01], [-2.20, -0.94, -0.84], [-0.02, -0.11, -0.08], [-0.09, -0.02, 0.08], [0.06, -0.09, -0.02], [-0.08, 0.05, -0.08], [0.07, 0.12, -0.01], [0.00, -0.04, -0.14], [0.16, -0.16, 0.12], [-0.07, -0.07, -0.01], [-0.02, 0.05, -0.11], [-0.13, 0.02, -0.11], [0.09, -0.09, 0.05], [0.03, -0.04, -0.11], [0.09, -0.06, 0.09], [0.01, 0.08, 0.09], [-0.11, -0.02, -0.07], [-0.03, -0.12, 0.03], [-0.08, 0.08, -0.04], [0.04, -0.05, -0.07], [-0.09, -0.06, -0.02], [0.06, 0.04, 0.07], [0.11, -0.10, -0.01], [0.01, -0.03, 0.14], [-0.78, 2.29, 0.50], [-0.03, 0.10, -0.09], [0.08, 0.08, 0.09], [-0.08, -0.08, 0.04], [0.47, 0.38, -1.49], [-0.15, -0.02, 0.04], [0.12, -0.03, -0.05], [0.02, 0.05, -0.12], [0.09, 0.01, -0.02], [0.09, 0.08, -0.04]], "smiles": "NC(=O)OCC(=O)F.C1CCOC1.C1CCOC1.C1CCOC1.C1CCOC1.C1CCOC1", "spin_multiplicity": 1, "lumo_energy_ha": -0.0047, "total_energy_ha": -1659.1030}


# 3
{"formula": "C3H8N2OS", "method": "wB97M-V/def2-TZVPD", "elements": ["S", "O", "N", "N", "C", "C", "C", "H", "H", "H", "H", "H", "H", "H", "H"], "coordinates": [[-2.161747, -1.310805, -0.308832], [0.392400, -1.642367, -0.543028], [0.883005, 0.281259, 1.389838], [0.082078, 1.009868, 0.702882], [-0.508273, -0.130759, -2.186349], [1.552678, 0.506822, 2.480883], [-0.544192, -1.050283, -1.007341], [1.482945, 1.463717, 2.969197], [-2.806896, -0.426233, -1.065297], [0.526581, 0.072518, -2.453153], [-1.017577, -0.595893, -3.029028], [0.986649, -0.649852, 0.961860], [-1.008283, 0.802565, -1.936338], [-0.033805, 1.932580, 1.132038], [2.174437, -0.263136, 2.892668]], "forces_ev_per_a": [[-0.04, -0.41, 0.23], [0.41, -0.28, 0.04], [0.41, -0.25, 0.41], [-0.70, 0.56, -0.81], [0.35, 0.16, -0.15], [0.19, 0.08, 0.35], [-0.75, 0.31, -0.07], [-0.11, 0.13, -0.06], [-0.08, 0.13, -0.11], [0.00, 0.00, 0.00], [-0.05, -0.06, -0.03], [0.02, 0.20, 0.11], [0.03, -0.02, 0.00], [0.27, -0.30, 0.18], [0.04, -0.25, -0.09]], "spin_multiplicity": 1, "lumo_energy_ha": 0.0291, "e_above_lowest_kcal_mol": 70.47, "total_energy_ha": -701.9652}


# 4
{"formula": "C3H3N3OS", "method": "wB97M-V/def2-TZVPD", "elements": ["S", "O", "N", "N", "N", "C", "C", "C", "H", "H", "H"], "coordinates": [[2.253567, 0.308743, -0.793647], [-2.661847, 0.422360, 0.347195], [-1.790568, -0.486151, 0.837803], [-2.134283, 1.279314, -0.516408], [1.726313, -0.953461, 0.287354], [0.517650, -1.006686, 0.650941], [-0.834392, 0.964817, -0.536406], [-0.623357, -0.198952, 0.282317], [0.154050, -1.768714, 1.354733], [3.555357, -0.177063, -0.806955], [-0.162490, 1.615793, -1.106925]], "forces_ev_per_a": [[0.85, -1.31, 0.63], [-1.15, -1.01, 0.59], [0.60, 0.52, -0.73], [2.80, -0.30, 0.32], [0.42, 0.60, -0.38], [-0.51, -0.44, 0.32], [-1.12, 0.65, -0.58], [-1.30, 1.56, -0.21], [0.82, -0.12, -0.17], [-1.13, 0.52, -0.05], [-0.29, -0.68, 0.25]], "smiles": "S/N=C\\c1cnon1", "spin_multiplicity": 1, "lumo_energy_ha": -0.0057, "e_above_lowest_kcal_mol": 99.98, "total_energy_ha": -753.6935}